Density functional theory data (ωB97M-V/def2-TZVPD) for a molecular structure, C26H23N3OPSTl.

```
56
Properties=species:S:1:pos:R:3
Tl -0.465 0.153 1.265
O 1.736 0.069 -1.056
N 0.439 -0.395 -0.843
C 0.033 -1.265 -1.679
C -1.289 -1.900 -1.677
C -1.362 -3.058 -2.446
C -2.531 -3.806 -2.526
C -3.655 -3.387 -1.844
C -3.613 -2.220 -1.085
C -2.449 -1.466 -0.991
P -2.590 0.067 -0.044
C -2.575 1.477 -1.143
C -2.490 1.318 -2.525
C -2.479 2.441 -3.339
C -2.557 3.708 -2.779
C -2.645 3.866 -1.399
C -2.650 2.754 -0.577
C -4.056 0.050 0.968
C -5.204 0.717 0.541
C -6.354 0.646 1.314
C -6.355 -0.085 2.494
C -5.209 -0.751 2.916
C -4.056 -0.684 2.156
H 2.322 -0.612 -0.659
H 0.735 -1.581 -2.449
H -0.482 -3.387 -2.984
H -2.553 -4.706 -3.124
H -4.574 -3.953 -1.899
H -4.507 -1.901 -0.567
H -2.449 0.331 -2.967
H -2.421 2.325 -4.413
H -2.557 4.580 -3.419
H -2.719 4.855 -0.968
H -2.733 2.877 0.498
H -5.204 1.286 -0.380
H -7.248 1.161 0.992
H -7.254 -0.135 3.093
H -5.218 -1.318 3.838
H -3.166 -1.213 2.484
C 3.060 5.619 1.614
C 2.218 4.388 1.536
C 2.060 3.553 2.646
C 1.298 2.415 2.546
N 0.680 2.072 1.402
C 0.823 2.858 0.321
C 1.575 4.010 0.358
H 2.807 6.204 2.498
H 2.946 6.243 0.731
H 4.112 5.340 1.703
H 2.538 3.789 3.587
H 1.179 1.744 3.387
H 0.327 2.541 -0.587
H 1.666 4.610 -0.537
S 0.696 -1.310 2.885
C 1.800 -1.722 1.671
N 2.507 -1.943 0.787
```

Computed properties:
HOMO level = -15.01 eV
Total charge = +2
ΔE to the lowest compared entry with this formula, charge and spin = 3.6 kJ/mol



Density functional theory data (ωB97M-V/def2-TZVPD) for 6 unconnected molecules or ions with the total composition C18H48O18P4.

```
88
Properties=species:S:1:pos:R:3
C -4.543 66.581 120.580
O -3.226 66.001 120.633
P -1.954 66.927 120.324
O -1.474 67.323 121.633
O -0.815 66.064 119.611
C -0.615 64.705 119.844
O -2.321 68.329 119.559
C -1.294 69.120 119.134
H -4.753 67.553 121.235
H -5.294 66.118 121.038
H -4.706 66.582 119.561
H 0.240 64.561 120.639
H -0.251 64.196 119.101
H -1.662 64.349 120.041
H -1.573 70.199 119.092
H -1.070 68.911 118.240
H -0.540 68.923 119.667
C 3.820 66.156 122.747
O 4.533 67.320 122.939
P 3.760 68.692 122.700
O 3.543 69.019 121.259
O 2.273 68.789 123.366
C 1.024 68.846 122.578
O 4.568 70.007 123.259
C 5.993 70.160 123.143
H 3.253 66.101 123.621
H 4.665 65.379 122.915
H 3.375 66.086 121.801
H 0.420 69.667 122.985
H 0.441 68.015 123.096
H 1.265 68.898 121.393
H 6.391 70.766 123.899
H 6.300 70.530 121.999
H 6.471 69.260 123.224
C 11.363 76.352 122.003
O 10.433 77.434 121.976
P 8.889 77.104 121.706
O 8.409 76.013 122.386
O 7.842 78.362 122.187
C 6.757 78.783 121.426
O 8.662 76.800 120.071
C 8.432 75.445 119.654
H 12.435 76.742 121.586
H 11.042 75.618 121.390
H 11.532 75.874 122.921
H 6.929 79.578 120.738
H 6.217 79.226 122.313
H 6.355 77.880 120.994
H 9.136 74.899 120.422
H 8.533 75.259 118.463
H 7.388 75.047 119.919
C 1.399 71.347 120.207
O 1.944 70.214 119.485
P 3.336 70.365 118.640
O 2.987 70.874 117.325
O 4.328 71.387 119.350
C 4.469 72.614 118.671
O 3.942 68.846 118.354
C 5.350 68.834 117.810
H 0.343 71.212 120.585
H 1.405 72.401 119.668
H 2.088 71.420 121.250
H 4.710 72.626 117.582
H 5.343 73.019 119.135
H 3.769 73.318 118.860
H 6.057 69.335 118.436
H 5.306 69.162 116.886
H 5.760 67.628 118.080
C -1.309 71.920 114.802
C -1.736 72.128 116.061
C -0.617 72.457 116.995
O -2.961 72.088 116.347
H -2.097 71.312 114.112
H -0.465 71.389 114.612
H -0.870 72.804 114.296
H -0.101 71.589 117.194
H -0.994 72.782 117.965
H 0.179 73.067 116.644
C 2.764 65.405 119.118
C 2.795 65.104 117.675
C 3.838 65.767 116.671
O 2.046 64.281 117.197
H 2.334 64.606 119.763
H 1.971 66.343 119.206
H 3.741 65.687 119.385
H 3.479 66.844 116.680
H 3.691 65.334 115.649
H 4.906 65.549 116.796
```

Computed properties:
HOMO level = -9.39 eV
Total charge = 0
ΔE to the lowest compared entry with this formula, charge and spin = 507.8 kJ/mol
Structure (SMILES) = COP(=O)(OC)OC.COP(=O)(OC)OC.COP(=O)(OC)OC.COP(=O)(OC)OC.CC(C)=O.CC(C)=O



What did the first record say?
Density functional theory data (ωB97M-V/def2-TZVPD) for a molecular structure, C26H23N3OPSTl.

```
56
Properties=species:S:1:pos:R:3
Tl -0.465 0.153 1.265
O 1.736 0.069 -1.056
N 0.439 -0.395 -0.843
C 0.033 -1.265 -1.679
C -1.289 -1.900 -1.677
C -1.362 -3.058 -2.446
C -2.531 -3.806 -2.526
C -3.655 -3.387 -1.844
C -3.613 -2.220 -1.085
C -2.449 -1.466 -0.991
P -2.590 0.067 -0.044
C -2.575 1.477 -1.143
C -2.490 1.318 -2.525
C -2.479 2.441 -3.339
C -2.557 3.708 -2.779
C -2.645 3.866 -1.399
C -2.650 2.754 -0.577
C -4.056 0.050 0.968
C -5.204 0.717 0.541
C -6.354 0.646 1.314
C -6.355 -0.085 2.494
C -5.209 -0.751 2.916
C -4.056 -0.684 2.156
H 2.322 -0.612 -0.659
H 0.735 -1.581 -2.449
H -0.482 -3.387 -2.984
H -2.553 -4.706 -3.124
H -4.574 -3.953 -1.899
H -4.507 -1.901 -0.567
H -2.449 0.331 -2.967
H -2.421 2.325 -4.413
H -2.557 4.580 -3.419
H -2.719 4.855 -0.968
H -2.733 2.877 0.498
H -5.204 1.286 -0.380
H -7.248 1.161 0.992
H -7.254 -0.135 3.093
H -5.218 -1.318 3.838
H -3.166 -1.213 2.484
C 3.060 5.619 1.614
C 2.218 4.388 1.536
C 2.060 3.553 2.646
C 1.298 2.415 2.546
N 0.680 2.072 1.402
C 0.823 2.858 0.321
C 1.575 4.010 0.358
H 2.807 6.204 2.498
H 2.946 6.243 0.731
H 4.112 5.340 1.703
H 2.538 3.789 3.587
H 1.179 1.744 3.387
H 0.327 2.541 -0.587
H 1.666 4.610 -0.537
S 0.696 -1.310 2.885
C 1.800 -1.722 1.671
N 2.507 -1.943 0.787
```

Computed properties:
HOMO level = -15.01 eV
Total charge = +2
ΔE to the lowest compared entry with this formula, charge and spin = 3.6 kJ/mol



Question: ΔE to the lowest compared entry with this formula, charge and spin of number 2 (C18H48O18P4)?
Answer: 507.8 kJ/mol



Question: Which formula does entry 2 have?
Answer: C18H48O18P4



Question: What is the ΔE to the lowest compared entry with this formula, charge and spin in the first record?
Answer: 3.6 kJ/mol